[1]
C36H36N7Pt | ωB97M-V/def2-TZVPD

Structure (XYZ):
```
80
Properties=species:S:1:pos:R:3:forces:R:3
Pt 0.246 -0.272 -0.238 0.3 0.8 0.6
N 0.025 -1.386 1.454 0.0 -0.5 0.4
N 0.517 0.167 -2.221 -0.3 0.0 -0.7
N 0.336 0.527 -4.971 0.3 0.6 0.2
N 0.551 1.575 0.668 -0.3 0.0 -0.2
N -1.484 -8.305 -3.894 0.0 0.0 0.0
N -0.093 -3.245 3.515 0.1 0.7 0.4
N -0.170 -1.996 -1.026 0.0 -1.2 -0.5
C 4.186 1.094 1.155 0.2 0.4 0.2
C -0.718 2.342 0.899 0.0 -0.7 -0.2
C -2.789 3.189 -0.334 0.0 -0.1 -0.1
C 3.583 3.179 2.219 0.4 -0.3 -0.1
C 0.103 -0.850 -3.038 0.2 1.2 -0.2
C 3.979 4.414 2.987 -0.1 0.0 0.0
C -0.955 -5.788 -2.753 -0.1 -0.3 -0.2
C -1.660 1.453 1.754 0.0 0.5 -0.1
C 2.267 3.010 1.829 -0.3 -0.5 -0.3
C -0.615 -4.297 -0.759 -0.1 -0.2 0.0
C -0.225 -2.705 1.194 0.2 0.6 1.2
C 1.833 1.875 1.085 0.8 0.0 0.1
C 0.164 -1.950 3.746 -0.2 -1.0 0.1
C -0.003 -0.617 -4.409 0.0 -0.5 0.4
C -0.355 -3.058 -0.210 -0.1 0.5 -1.3
C 2.877 0.956 0.744 -0.7 0.4 0.1
C -0.681 -4.463 -2.150 0.1 0.4 0.1
C -3.055 2.073 1.880 -0.1 -0.1 0.1
C -0.650 3.709 1.598 0.0 -0.1 0.0
C -1.113 -6.932 -1.972 0.0 0.1 0.1
C -3.678 2.257 0.493 0.1 0.1 0.0
C -0.288 -3.602 2.262 -0.1 0.0 -0.6
C -2.666 4.547 0.354 0.0 0.0 0.1
C -0.211 -2.104 -2.371 -0.1 -0.6 1.2
C 4.538 2.216 1.902 0.2 0.0 0.0
C 0.935 1.297 -2.805 0.0 -0.2 0.9
C -1.373 -8.150 -2.579 0.0 0.0 -0.1
C 5.204 0.044 0.793 -0.1 0.1 0.0
C -0.467 -3.329 -2.949 -0.1 -0.2 -0.1
C -1.072 -5.961 -4.131 0.0 0.2 0.0
C -2.948 3.433 2.570 0.0 0.0 -0.1
C 0.214 -1.025 2.728 0.1 0.5 -0.6
C -2.044 4.338 1.733 0.0 0.0 0.0
C -1.401 2.557 -0.474 0.0 0.2 0.3
C -1.334 -7.220 -4.647 0.0 -0.1 0.1
C 0.844 1.470 -4.167 -0.2 -0.5 -0.9
H 6.202 0.330 1.121 0.0 0.0 0.0
H 5.228 -0.117 -0.286 0.0 0.0 0.0
H -0.481 -3.393 -4.027 0.0 -0.1 0.0
H -0.970 -5.138 -4.825 0.0 0.0 0.0
H -0.014 4.392 1.030 0.1 0.0 0.0
H -1.513 1.589 -0.962 0.0 -0.1 -0.2
H -0.245 3.589 2.604 0.1 0.0 0.0
H -1.225 1.334 2.752 0.0 0.0 0.0
H -2.547 3.319 3.582 0.0 0.0 0.0
H 1.347 2.055 -2.155 -0.1 0.1 0.1
H -3.652 5.008 0.460 0.0 0.0 0.0
H 3.757 5.313 2.410 0.0 0.0 0.0
H 4.951 -0.908 1.263 0.0 0.0 0.0
H 1.165 2.390 -4.637 0.0 0.0 0.1
H -0.392 -1.388 -5.065 0.0 0.0 0.0
H -1.428 -7.364 -5.718 0.0 0.0 0.0
H -1.739 0.466 1.296 -0.1 0.0 0.0
H -1.497 -9.045 -1.982 0.0 0.0 0.0
H 0.408 0.022 2.919 0.1 0.0 -0.2
H -3.940 3.884 2.659 0.0 0.0 0.1
H -2.051 5.223 -0.247 0.0 0.0 0.0
H 3.433 4.487 3.929 0.0 0.0 0.0
H -0.496 -4.651 2.084 0.0 0.0 0.0
H -0.762 -5.134 -0.093 0.0 0.0 -0.1
H 0.334 -1.658 4.773 0.0 0.0 0.0
H -1.038 -6.906 -0.893 0.0 0.0 0.0
H 5.044 4.409 3.210 0.0 0.0 0.0
H 1.590 3.781 2.123 -0.2 0.1 0.0
H -4.681 2.680 0.594 0.0 0.0 0.0
H 5.564 2.352 2.225 0.0 0.0 0.0
H -0.761 3.195 -1.091 0.1 0.0 0.0
H -3.211 3.318 -1.334 -0.1 0.0 0.0
H -3.677 1.402 2.479 -0.1 0.0 0.0
H -3.777 1.290 -0.011 0.0 0.0 0.0
H 2.646 0.107 0.116 -0.1 -0.2 -0.1
H -1.928 5.301 2.235 0.0 0.0 0.0
```
Forces are in eV/Å.

**HOMO energy**: -8.952 eV
**Relative energy (zero: lowest compared OMol25 entry of this formula, charge and spin)**: 0.00 kJ/mol
**Net charge**: +1
**Molar mass**: 761.8 g/mol
**Energy**: -51589.5101 eV

---

[2]
C5H6O | ωB97M-V/def2-TZVPD

Structure (XYZ):
```
12
Properties=species:S:1:pos:R:3:forces:R:3
O -0.757 1.000 -0.360 -0.2 -0.1 0.2
C -0.043 -0.245 -0.320 -0.1 -0.2 0.0
C 1.341 -0.121 -0.930 0.0 0.0 0.0
C -1.256 0.030 1.751 0.4 0.1 -0.3
C -1.401 1.065 0.796 -0.1 0.2 0.0
C -0.333 -0.729 1.063 0.0 -0.2 0.0
H 1.830 -1.100 -0.899 -0.1 0.1 0.0
H -2.025 1.959 0.855 0.1 -0.1 0.0
H -0.646 -0.935 -0.924 0.0 0.0 -0.2
H 1.975 0.601 -0.409 -0.2 -0.1 0.0
H 0.059 -1.705 1.356 0.0 0.2 0.1
H 1.256 0.180 -1.979 0.0 0.0 0.2
```
Forces are in eV/Å.

**HOMO energy**: -7.961 eV
**Relative energy (zero: lowest compared OMol25 entry of this formula, charge and spin)**: 321.90 kJ/mol
**Net charge**: 0
**Structure (SMILES)**: C[C@H]1C=C=CO1
**Molar mass**: 82.1 g/mol
**Energy**: -7325.9482 eV

---

[3]
C3H12N2S | ωB97M-V/def2-TZVPD

Structure (XYZ):
```
18
Properties=species:S:1:pos:R:3:forces:R:3
S 1.439 1.676 1.389 -0.7 -0.1 -0.3
N 0.150 -1.758 -3.244 -0.7 -0.8 0.0
N 0.815 -0.510 -1.198 2.2 2.1 -0.4
C -0.617 -0.012 2.643 -0.3 -1.8 0.0
C -0.150 -0.775 -2.234 -4.0 1.4 1.6
C -0.203 1.361 2.162 -1.1 1.1 -0.1
H 0.179 -0.577 3.170 -0.3 0.6 0.0
H 0.899 2.660 0.634 0.5 -0.2 0.1
H -0.920 -0.759 1.838 0.2 1.3 0.7
H 1.634 -0.071 -1.757 -1.3 -0.6 1.9
H 0.434 0.261 -0.522 1.2 -1.8 -1.8
H -0.564 0.222 -2.647 1.0 -1.3 -0.3
H -1.473 0.122 3.367 0.8 -0.3 -0.8
H -0.460 -2.608 -3.215 1.1 1.3 0.2
H -0.227 2.040 3.017 0.0 -0.1 0.0
H 1.129 -2.014 -3.323 -0.3 0.1 0.3
H -1.061 -1.028 -1.561 0.9 -0.5 -1.5
H -1.005 1.768 1.482 0.9 -0.5 0.5
```
Forces are in eV/Å.

**HOMO energy**: -8.710 eV
**Relative energy (zero: lowest compared OMol25 entry of this formula, charge and spin)**: 115.90 kJ/mol
**Net charge**: 0
**Structure (SMILES)**: CCS.NCN
**Molar mass**: 108.2 g/mol
**Energy**: -17119.6450 eV

---

Copy entry 3 word for word.
C3H12N2S | ωB97M-V/def2-TZVPD

Structure (XYZ):
```
18
Properties=species:S:1:pos:R:3:forces:R:3
S 1.439 1.676 1.389 -0.7 -0.1 -0.3
N 0.150 -1.758 -3.244 -0.7 -0.8 0.0
N 0.815 -0.510 -1.198 2.2 2.1 -0.4
C -0.617 -0.012 2.643 -0.3 -1.8 0.0
C -0.150 -0.775 -2.234 -4.0 1.4 1.6
C -0.203 1.361 2.162 -1.1 1.1 -0.1
H 0.179 -0.577 3.170 -0.3 0.6 0.0
H 0.899 2.660 0.634 0.5 -0.2 0.1
H -0.920 -0.759 1.838 0.2 1.3 0.7
H 1.634 -0.071 -1.757 -1.3 -0.6 1.9
H 0.434 0.261 -0.522 1.2 -1.8 -1.8
H -0.564 0.222 -2.647 1.0 -1.3 -0.3
H -1.473 0.122 3.367 0.8 -0.3 -0.8
H -0.460 -2.608 -3.215 1.1 1.3 0.2
H -0.227 2.040 3.017 0.0 -0.1 0.0
H 1.129 -2.014 -3.323 -0.3 0.1 0.3
H -1.061 -1.028 -1.561 0.9 -0.5 -1.5
H -1.005 1.768 1.482 0.9 -0.5 0.5
```
Forces are in eV/Å.

**HOMO energy**: -8.710 eV
**Relative energy (zero: lowest compared OMol25 entry of this formula, charge and spin)**: 115.90 kJ/mol
**Net charge**: 0
**Structure (SMILES)**: CCS.NCN
**Molar mass**: 108.2 g/mol
**Energy**: -17119.6450 eV

---

- HOMO energy of number 1 (C36H36N7Pt)?
  -8.952 eV

---

- Among the records above, which one has the highest HOMO energy?
  C5H6O

---

- The lowest relative energy (zero: lowest compared OMol25 entry of this formula, charge and spin) belongs to which entry?
  C36H36N7Pt